1.
ORCA calculation (the ωB97M-V functional and the def2-TZVPD basis) on an isolated molecule of C7H10.

Geometry as XYZ:
```
17
Properties=species:S:1:pos:R:3:forces:R:3:lowdin_charge:R:1
C 1.0013 -0.3612 -1.2814 0.21 -0.23 0.36 -0.13
C 0.2155 0.9870 -1.2631 -0.04 -0.05 0.02 -0.13
C -0.9735 0.2743 -0.5568 -0.25 0.08 0.17 -0.22
C -0.1664 -1.0380 -0.5314 0.79 0.29 2.38 -0.14
C -0.2345 -0.9385 1.1865 0.34 0.34 -0.28 -0.17
C 0.3688 0.3135 1.6332 0.34 0.62 0.19 -0.10
C -0.9853 0.3317 0.9633 -0.54 0.74 0.24 -0.21
H 1.2420 -0.6998 -2.3009 -0.32 -0.19 0.40 0.10
H 1.9230 -0.3873 -0.7005 0.21 0.19 -0.09 0.10
H 0.6762 1.7953 -0.6804 -0.14 -0.24 -0.09 0.10
H -0.0257 1.3904 -2.2532 0.05 -0.24 0.16 0.10
H -1.9526 0.3920 -1.0269 0.10 -0.20 0.00 0.13
H -0.3275 -2.0149 -0.1388 -1.07 -1.87 -2.73 0.10
H -0.5335 -1.7419 1.8957 0.44 0.37 -0.98 0.14
H 0.3517 0.5060 2.6993 0.00 0.08 -0.03 0.10
H 1.2707 0.6455 1.1237 -0.17 0.19 0.16 0.09
H -1.8545 0.6542 1.5215 0.07 0.10 0.14 0.13
```
Forces are in eV/Å.

Output
SMILES = C1C[C@H]2[C@@H]1[C@H]1C[C@@H]21

***

2.
ORCA calculation (the ωB97M-V functional and the def2-TZVPD basis) on an isolated molecule of C7H10.

Geometry as XYZ:
```
17
Properties=species:S:1:pos:R:3:forces:R:3:lowdin_charge:R:1
C 1.7587 0.7891 0.7065 0.11 -0.02 -0.24 -0.08
C 1.5006 -0.6648 0.5519 -0.99 0.01 -2.78 -0.16
C 0.5900 -0.8036 -0.8442 0.06 0.56 0.11 -0.06
C -0.4588 -0.0355 -0.0945 -0.39 0.37 -0.10 -0.47
C -1.8823 -0.4458 0.0120 -0.28 -0.10 0.04 -0.08
C -1.4941 0.8442 -0.6757 -0.26 0.35 -0.11 -0.08
C 0.4093 0.2040 1.1016 -0.34 -0.03 0.15 -0.16
H 1.8540 1.3703 -0.2081 -0.16 0.15 0.13 0.10
H 2.3360 1.1973 1.5390 0.00 -0.51 -0.18 0.10
H 1.8046 -1.6019 0.1773 2.05 -1.52 2.45 0.11
H 0.2805 -1.8335 -1.1313 0.37 0.52 0.49 0.12
H 1.0824 -0.3484 -1.7085 -0.22 0.21 0.08 0.11
H -2.2288 -1.2751 -0.5991 0.03 0.15 0.06 0.10
H -2.3429 -0.3826 0.9944 0.03 0.02 -0.16 0.10
H -1.5542 0.8694 -1.7601 -0.05 0.07 0.16 0.10
H -1.6767 1.7851 -0.1716 -0.19 -0.02 -0.06 0.10
H 0.0218 0.3318 2.1105 0.22 -0.20 -0.05 0.14
```
Forces are in eV/Å.

Output
SMILES = C1[C@@H]2CC3(CC3)[C@H]12

***

3.
ORCA calculation (the ωB97M-V functional and the def2-TZVPD basis) on an isolated molecule of C7H10.

Geometry as XYZ:
```
17
Properties=species:S:1:pos:R:3:forces:R:3:lowdin_charge:R:1
C -0.8643 -1.4827 -2.0517 0.07 -0.07 0.02 0.00
C 0.1719 -1.5818 -1.2267 -0.10 0.03 -0.05 -0.19
C 1.1053 -0.4366 -0.9144 0.04 0.02 -0.03 -0.16
C 0.8922 0.0622 0.4708 0.12 0.01 0.10 -0.19
C 1.2976 0.4574 1.6348 0.07 -0.07 -0.07 0.05
C -0.1917 0.4698 1.4194 -0.29 -0.01 0.04 -0.29
C -0.9672 1.7596 1.2214 0.01 0.08 -0.02 -0.09
H -1.5233 -2.3274 -2.2378 0.11 0.15 0.04 0.05
H -1.0923 -0.5531 -2.5766 0.09 -0.21 0.13 0.06
H 0.3689 -2.5200 -0.7006 -0.07 0.22 -0.15 0.11
H 0.9146 0.3880 -1.6173 0.02 -0.16 0.14 0.12
H 2.1505 -0.7442 -1.0446 -0.15 0.07 0.03 0.12
H 2.0944 0.6626 2.3375 -0.14 -0.05 -0.20 0.10
H -0.7926 -0.3229 1.8838 0.15 0.11 -0.05 0.11
H -1.9021 1.5818 0.6772 0.11 0.00 0.07 0.07
H -1.2237 2.2267 2.1786 0.01 -0.06 -0.08 0.07
H -0.3774 2.4805 0.6453 -0.03 -0.06 0.07 0.07
```
Forces are in eV/Å.

Output
SMILES = C=CCC1=C[C@H]1C

***

4.
ORCA calculation (the ωB97M-V functional and the def2-TZVPD basis) on an isolated molecule of C7H10.

Geometry as XYZ:
```
17
Properties=species:S:1:pos:R:3:forces:R:3:lowdin_charge:R:1
C 0.8173 -2.1615 -0.7389 -0.03 0.12 -0.03 0.02
C 0.7818 -0.8342 -0.7903 0.04 -0.19 0.01 -0.13
C -0.1778 0.0307 -0.0328 0.05 -0.02 0.01 -0.48
C 0.5401 0.6302 1.1382 0.11 0.17 0.03 -0.13
C 1.1101 1.8306 1.1348 -0.08 -0.11 0.02 0.02
C -1.6236 -0.3525 0.1001 -0.09 -0.16 0.11 -0.09
C -1.2322 0.8262 -0.7526 0.02 0.16 -0.13 -0.08
H 0.0660 -2.7274 -0.1925 0.09 0.09 -0.05 0.06
H 1.6105 -2.7246 -1.2228 -0.17 0.08 -0.01 0.05
H 1.5670 -0.2897 -1.3173 -0.11 -0.10 0.04 0.11
H 0.6778 -0.0387 1.9887 -0.02 0.12 -0.08 0.11
H 1.0161 2.4963 0.2791 -0.01 -0.09 0.12 0.07
H 1.7052 2.1795 1.9740 -0.14 -0.03 -0.09 0.05
H -1.9675 -1.2505 -0.4068 0.10 0.15 0.08 0.10
H -2.1168 -0.1519 1.0480 0.10 -0.01 -0.15 0.11
H -1.3160 0.7161 -1.8307 0.06 -0.01 0.18 0.11
H -1.4580 1.8215 -0.3782 0.06 -0.18 -0.05 0.10
```
Forces are in eV/Å.

Output
SMILES = C=CC1(C=C)CC1

***

Taking the records one at a time from the top gives gap between HOMO and LUMO values of 0.3703 0.3708 0.3769 0.3893 hartree.
Taking the records one at a time from the top gives energy values of -7416.6570 -7416.7151 -7418.0641 -7418.9880 eV.
Taking the records one at a time from the top gives energy above the lowest of the compared OMol25 structures with the same formula, charge and spin values of 422.4 416.8 286.6 197.5 kJ/mol.